Version P
Computed, not measured: a molecular structure, C4H6N2, with the ωB97M-V functional and the def2-TZVPD basis.

Results
LUMO energy: 1.1 eV
Kohn-Sham gap: 9.13 eV
HOMO: -7.99 eV
Molar mass: 82.106 g/mol

Each line ends with the natural charge from an NBO analysis.
Geometry (Å):
N  2.0254  0.1854  0.0783  -0.879
C  -0.2788  0.3587  -0.1425  0.185
C  0.8826  1.0264  -0.1324  -0.092
C  -1.8154  0.3917  -0.1285  -0.378
C  -1.7513  -0.9319  0.1139  0.037
N  -0.3709  -1.0587  -0.0186  -0.646
H  2.6307  0.0358  -0.7184  0.373
H  2.5545  0.3734  0.9195  0.371
H  0.9711  2.1122  -0.2601  0.189
H  -2.6944  0.9969  -0.3225  0.229
H  -2.4454  -1.7356  0.3107  0.203
H  0.2916  -1.7041  0.3672  0.408

Version Q
Computed, not measured: a single C4H6N2 molecule, with the ωB97M-V functional and the def2-TZVPD basis.

Results
LUMO energy: 1.0 eV
Kohn-Sham gap: 10.04 eV
HOMO: -9.08 eV
Molar mass: 82.106 g/mol
SMILES: Cc1ccn[nH]1

Each line ends with the natural charge from an NBO analysis.
Geometry (Å):
C  1.3501  0.2637  -1.0690  -0.645
C  0.1665  0.0675  -0.1773  0.145
C  -0.4336  0.8467  0.7879  -0.355
C  -1.4537  0.0211  1.3330  -0.055
N  -1.5063  -1.1525  0.7244  -0.268
N  -0.5297  -1.0961  -0.1913  -0.340
H  2.0938  -0.5262  -0.9045  0.222
H  1.0519  0.2294  -2.1214  0.224
H  1.8367  1.2231  -0.8775  0.233
H  -0.1607  1.8688  1.0227  0.227
H  -2.0971  0.1841  2.1883  0.208
H  -0.3180  -1.9296  -0.7155  0.402

Version R
Computed, not measured: 2 unconnected molecules or ions with the total composition C4H6N2, with the ωB97M-V functional and the def2-TZVPD basis.

Results
LUMO energy: 0.9 eV
Kohn-Sham gap: 9.88 eV
HOMO: -9.01 eV
Molar mass: 82.106 g/mol

Each line ends with the natural charge from an NBO analysis.
Geometry (Å):
N  -1.5445  -0.1303  -2.0722  -0.346
C  -1.1087  0.1611  -1.0365  0.290
C  -0.8468  0.8791  0.1875  -0.518
C  0.2180  0.0514  0.8312  -0.124
C  0.7009  -0.9460  -0.1523  -0.286
N  1.5144  0.2131  0.2123  -0.600
H  -0.6138  1.9091  -0.0814  0.261
H  -1.7844  0.8729  0.7357  0.257
H  0.1649  -0.1683  1.8910  0.214
H  0.0576  -0.8130  -1.5446  0.294
H  1.0089  -1.9440  0.1604  0.204
H  2.2335  -0.0850  0.8690  0.355

Version S
Computed, not measured: a single C4H6N2 molecule, with the ωB97M-V functional and the def2-TZVPD basis.

Results
LUMO energy: 1.1 eV
Kohn-Sham gap: 10.22 eV
HOMO: -9.13 eV
Molar mass: 82.106 g/mol
SMILES: NC1=NCC=C1

Each line ends with the natural charge from an NBO analysis.
Geometry (Å):
N  0.5495  -0.8875  -2.0062  -0.808
C  0.2513  -0.2325  -0.7722  0.371
N  0.2939  1.0626  -0.6650  -0.466
C  -0.2027  1.4363  0.6189  -0.299
C  -0.5509  0.0925  1.3237  -0.158
C  -0.2485  -0.8850  0.4673  -0.298
H  -0.2613  -1.3336  -2.2820  0.368
H  0.7973  -0.0915  -2.5312  0.384
H  -0.9829  2.1983  0.4267  0.231
H  0.4556  2.0596  1.0678  0.222
H  -0.9917  0.0951  2.3214  0.220
H  -0.3918  -1.9983  0.5804  0.231

So which one is most stable? That would be version Q, about 0.773 eV below the next structure.

Version P
Computed, not measured: a molecular structure, C4H6N2, with the ωB97M-V functional and the def2-TZVPD basis.

Results
LUMO energy: 0.8 eV
Kohn-Sham gap: 9.99 eV
HOMO: -9.21 eV
Molar mass: 82.106 g/mol

Each line ends with the natural charge from an NBO analysis.
Geometry (Å):
N  -3.2251  0.0383  -0.8007  -0.355
C  -2.2043  0.3397  -0.3109  0.120
C  -0.8419  0.6875  -0.1090  -0.456
C  0.1795  -0.3134  0.4188  -0.106
C  1.5077  -0.4462  -0.2343  -0.249
N  1.3886  0.2366  1.0459  -0.578
H  -1.4332  0.5290  -1.3838  0.384
H  -0.5683  1.7367  0.0509  0.270
H  -0.2259  -1.2226  0.8646  0.211
H  1.7459  0.2069  -1.0708  0.201
H  1.9643  -1.4331  -0.2777  0.198
H  1.7127  -0.3597  1.8070  0.361

Version Q
Computed, not measured: a single C4H6N2 molecule, with the ωB97M-V functional and the def2-TZVPD basis.

Results
LUMO energy: 1.2 eV
Kohn-Sham gap: 10.19 eV
HOMO: -8.98 eV
Molar mass: 82.106 g/mol
SMILES: N1[C@H]2[C@@H]1[C@H]1N[C@@H]21

Each line ends with the natural charge from an NBO analysis.
Geometry (Å):
N  1.2756  -0.7870  0.7236  -0.638
C  0.3897  -0.7666  -0.6448  -0.161
C  1.0271  0.3896  -0.0209  -0.090
C  -0.3562  1.1144  0.1472  -0.096
N  -1.2788  0.3206  0.9238  -0.562
C  -1.0184  -0.0756  -0.4432  -0.107
H  0.4843  -1.4916  0.7805  0.410
H  0.7310  -1.3110  -1.5116  0.230
H  1.9209  0.8666  -0.4182  0.227
H  -0.5362  2.1755  0.0048  0.212
H  -0.7933  -0.2684  1.6024  0.356
H  -1.8457  -0.1665  -1.1436  0.220

Version R
Computed, not measured: a single C4H6N2 molecule, with the ωB97M-V functional and the def2-TZVPD basis.

Results
LUMO energy: 0.4 eV
Kohn-Sham gap: 9.81 eV
HOMO: -9.46 eV
Molar mass: 82.106 g/mol
SMILES: C[C@H]1C=CN=N1

Each line ends with the natural charge from an NBO analysis.
Geometry (Å):
C  -1.6799  -0.1125  -0.1822  -0.600
C  -0.2622  0.2691  0.2258  -0.184
C  0.8450  -0.7243  0.2336  -0.199
C  1.9329  -0.0523  -0.1553  -0.106
N  1.5737  1.2713  -0.5573  -0.159
N  0.3405  1.4539  -0.4060  -0.117
H  -2.3368  0.7616  -0.1411  0.229
H  -1.7514  -0.5593  -1.1763  0.218
H  -2.0582  -0.8388  0.5449  0.215
H  -0.3395  0.6165  1.2724  0.257
H  0.7601  -1.7612  0.5260  0.229
H  2.9745  -0.3515  -0.1811  0.217

Version S
Computed, not measured: a single C4H6N2 molecule, with the ωB97M-V functional and the def2-TZVPD basis.

Results
LUMO energy: 0.9 eV
Kohn-Sham gap: 8.99 eV
HOMO: -8.07 eV
Molar mass: 82.106 g/mol
SMILES: [H]/N=C1\C=CNC1

Each line ends with the natural charge from an NBO analysis.
Geometry (Å):
H  -2.8298  -0.4450  -0.1415  0.347
N  -2.0815  0.1646  0.1283  -0.733
C  -0.8529  -0.1423  -0.1219  0.289
C  0.0730  -1.2563  -0.2496  -0.422
C  1.2980  -0.7453  0.0778  0.091
N  1.2840  0.5991  0.3538  -0.581
C  -0.0580  1.1053  0.0331  -0.353
H  -0.1673  -2.3060  -0.3448  0.231
H  2.2285  -1.3041  0.1980  0.212
H  2.1341  1.1436  0.3492  0.403
H  -1.0011  1.4948  0.6091  0.308
H  -0.0267  1.6917  -0.8914  0.207

So which one is most stable? That would be version R, about 0.562 eV below the next structure.

Version P
Computed, not measured: a single C4H6N2 molecule, with the ωB97M-V functional and the def2-TZVPD basis.

Results
LUMO energy: 1.1 eV
Kohn-Sham gap: 8.69 eV
HOMO: -7.56 eV
Molar mass: 82.106 g/mol
SMILES: Nc1cc[nH]c1

Each line ends with the natural charge from an NBO analysis.
Geometry (Å):
N  0.9248  -1.6057  -0.8725  -0.802
C  0.1882  -0.5677  -0.2812  0.082
C  0.9031  0.4706  0.3565  -0.343
C  0.0135  1.4618  0.6740  -0.053
N  -1.2208  1.0368  0.2751  -0.503
C  -1.1409  -0.2211  -0.2968  -0.154
H  0.4865  -2.5129  -0.8580  0.368
H  1.8223  -1.6529  -0.3918  0.364
H  1.9739  0.3559  0.4790  0.212
H  0.1428  2.4352  1.1252  0.211
H  -2.0767  1.5175  0.4817  0.408
H  -2.0165  -0.7177  -0.6912  0.209

Version Q
Computed, not measured: a molecular structure, C4H6N2, with the ωB97M-V functional and the def2-TZVPD basis.

Results
LUMO energy (spin up / spin down): -0.7 / 0.2 eV
Kohn-Sham gap (spin up / spin down): 8.19 / 9.20 eV
HOMO (spin up / spin down): -8.92 / -9.03 eV
Molar mass: 82.106 g/mol

Each line ends with the natural charge from an NBO analysis.
Geometry (Å):
C  0.8099  0.4466  0.7662  0.217
C  -0.4305  -0.0284  0.0369  0.256
C  -0.2074  0.8661  1.8065  -0.321
C  -0.7851  -1.3320  -2.4884  -0.483
N  -1.2994  0.3404  0.9552  -0.404
N  2.0325  0.5343  0.6876  -0.590
H  -0.1115  0.4947  2.8111  0.210
H  -0.3106  1.9594  1.8769  0.202
H  -0.4498  -0.4633  -3.0254  0.181
H  -1.8095  -1.6760  -2.4899  0.179
H  -0.0165  -2.1763  -2.2857  0.185
H  2.5779  1.0346  1.3489  0.367

So which one is most stable? That would be version P, about 6.120 eV below the next structure.

Version P
Computed, not measured: a single C9H11NO3 molecule, with the ωB97M-V functional and the def2-TZVPD basis.

Results
LUMO energy: 0.6 eV
Kohn-Sham gap: 9.19 eV
HOMO: -8.56 eV
Molar mass: 181.191 g/mol
SMILES: N[C@@H](Cc1ccc(O)cc1)C(=O)O

Each line ends with the natural charge from an NBO analysis.
Geometry (Å):
N  -2.8249  -1.2419  0.7444  -0.857
C  -1.8738  -0.1651  0.4745  -0.164
C  -0.9372  -0.5537  -0.6970  -0.411
C  0.4935  -0.1714  -0.4328  -0.070
C  1.4871  -1.1362  -0.3683  -0.180
C  2.8026  -0.7860  -0.1188  -0.300
C  3.1420  0.5460  0.0758  0.310
O  4.4204  0.9392  0.3259  -0.665
C  2.1491  1.5205  0.0169  -0.262
C  0.8418  1.1620  -0.2363  -0.183
C  -2.6851  1.0631  0.0355  0.781
O  -2.2872  2.1895  0.1210  -0.584
O  -3.8632  0.7443  -0.4925  -0.678
H  -3.3022  -1.0769  1.6257  0.374
H  -2.3496  -2.1344  0.8183  0.375
H  -1.2630  0.1122  1.3458  0.211
H  -1.2807  -0.0677  -1.6143  0.228
H  -1.0058  -1.6323  -0.8544  0.211
H  1.2398  -2.1780  -0.5181  0.205
H  3.5678  -1.5503  -0.0741  0.206
H  5.0040  0.1711  0.3339  0.479
H  2.4250  2.5513  0.1703  0.226
H  0.0763  1.9218  -0.2755  0.240
H  -3.9767  -0.2271  -0.4062  0.509

Version Q
Computed, not measured: a single C9H11NO3 molecule, with the ωB97M-V functional and the def2-TZVPD basis.

Results
LUMO energy: 0.8 eV
Kohn-Sham gap: 9.61 eV
HOMO: -8.85 eV
Molar mass: 181.191 g/mol
SMILES: CONC(=O)c1ccccc1OC

Each line ends with the natural charge from an NBO analysis.
Geometry (Å):
C  0.1668  0.8643  -3.4759  -0.249
O  0.3286  1.4386  -2.2065  -0.356
N  1.3985  0.9046  -1.5689  -0.305
C  1.2868  0.1819  -0.4647  0.638
O  2.3341  -0.2349  0.0643  -0.629
C  -0.0734  -0.1677  0.0728  -0.196
C  -1.0386  -0.7975  -0.7241  -0.167
C  -2.2684  -1.3272  -0.2965  -0.235
C  -2.5897  -1.2241  1.0870  -0.187
C  -1.7041  -0.4496  1.8224  -0.261
C  -0.5162  0.0868  1.3771  0.341
O  0.2536  0.5638  2.3524  -0.528
C  1.4290  -0.1887  2.7251  -0.245
H  0.1286  -0.2291  -3.4736  0.178
H  1.0182  1.2340  -4.1075  0.167
H  -0.7112  1.2593  -3.8360  0.199
H  2.2735  1.0562  -2.0331  0.388
H  -0.9629  -0.9817  -1.8207  0.205
H  -2.8944  -1.8878  -0.9817  0.215
H  -3.5952  -1.5410  1.4236  0.224
H  -1.7966  -0.1934  2.8770  0.228
H  1.4343  -1.2498  2.3934  0.193
H  2.2796  0.2945  2.3222  0.200
H  1.5528  -0.1021  3.7981  0.180

So which one is most stable? That would be version P, about 3.804 eV below the next structure.